(1)
{"formula": "C23H31N5O2", "method": "ωB97M-V with the def2-TZVPD basis set", "relative_energy_kj_mol": 114.79, "multiplicity": 1, "elements": ["C", "C", "C", "C", "C", "C", "C", "N", "C", "C", "C", "N", "C", "O", "C", "N", "N", "C", "C", "C", "N", "C", "C", "C", "C", "C", "C", "C", "C", "O", "H", "H", "H", "H", "H", "H", "H", "H", "H", "H", "H", "H", "H", "H", "H", "H", "H", "H", "H", "H", "H", "H", "H", "H", "H", "H", "H", "H", "H", "H", "H"], "coordinates": [[1.01102, 2.33168, 0.74780], [0.87782, 3.63703, -0.02936], [0.36128, 3.46783, -1.47034], [-1.14155, 3.16443, -1.41818], [-1.74250, 3.05235, -2.81081], [-0.99069, 1.94734, -3.53358], [0.49215, 2.28883, -3.55946], [1.05568, 2.41756, -2.22093], [2.49096, 2.65447, -2.31691], [3.29328, 1.42332, -2.74738], [3.12903, 0.24258, -1.79021], [1.79403, -0.30779, -1.81421], [1.55323, -1.52322, -2.32537], [2.40627, -2.26694, -2.76371], [0.07194, -1.94558, -2.26848], [-0.32624, -2.24197, -0.90650], [-0.19138, -3.51642, -0.55060], [-0.47460, -3.89671, 0.65277], [-0.93575, -2.97887, 1.62132], [-1.08490, -1.64824, 1.22195], [-1.53787, -0.89927, 2.26503], [-1.69320, -1.71478, 3.35447], [-2.12755, -1.41766, 4.63998], [-2.18809, -2.45027, 5.54897], [-1.82944, -3.76581, 5.21570], [-1.92306, -4.83353, 6.26388], [-1.39786, -4.05839, 3.93753], [-1.32610, -3.03509, 2.99566], [-0.77342, -1.20797, -0.10687], [-0.88149, -0.06087, -0.53504], [0.13010, 1.71309, 0.61455], [1.87015, 1.76233, 0.40744], [1.13898, 2.54078, 1.80849], [1.83486, 4.16418, -0.02470], [0.16604, 4.28744, 0.48481], [0.49552, 4.44299, -1.98531], [-1.29021, 2.21530, -0.90628], [-1.64056, 3.95359, -0.85233], [-2.80704, 2.82029, -2.74664], [-1.63220, 3.99700, -3.35054], [-1.13675, 1.01369, -2.98998], [-1.35122, 1.81998, -4.55610], [1.02953, 1.49530, -4.08148], [0.63481, 3.22627, -4.13169], [2.86048, 2.95558, -1.33786], [2.70643, 3.48089, -3.02102], [3.01956, 1.10385, -3.75283], [4.34785, 1.70549, -2.76963], [3.80879, -0.56401, -2.07733], [3.36862, 0.55849, -0.76911], [1.04158, 0.33678, -1.58258], [-0.04438, -2.85700, -2.85497], [-0.56474, -1.14393, -2.64821], [-0.34032, -4.94634, 0.85828], [-1.72125, 0.08931, 2.22198], [-2.40757, -0.41198, 4.91490], [-2.52247, -2.24837, 6.55619], [-1.61918, -5.79786, 5.86563], [-2.94495, -4.91567, 6.63215], [-1.28334, -4.59035, 7.11142], [-1.11812, -5.06515, 3.66561]], "forces_ev_per_a": [[-0.066, 0.257, -0.035], [0.129, -0.065, -0.171], [-0.212, 0.202, 0.354], [0.053, 0.244, -0.235], [-0.014, -0.252, 0.149], [0.078, 0.269, -0.125], [-0.149, -0.286, -0.172], [-0.056, 0.206, 0.071], [0.265, -0.052, -0.174], [-0.187, 0.006, 0.266], [0.309, 0.037, -0.176], [0.034, 0.378, 0.168], [-0.573, -0.131, 0.087], [0.195, -0.319, -0.227], [0.286, 0.091, -0.474], [-0.280, 0.431, 0.393], [0.254, -1.013, -0.091], [-0.003, 0.218, -0.135], [-0.102, 0.987, -0.307], [0.151, -0.826, 0.125], [0.018, 0.359, -0.332], [0.081, -0.628, 0.142], [-0.049, 0.050, 0.132], [0.016, 0.167, -0.164], [0.080, -0.222, -0.127], [-0.012, 0.029, 0.028], [-0.088, 0.141, 0.197], [-0.109, 0.416, 0.085], [-0.062, -0.156, -0.012], [-0.131, 0.220, 0.053], [-0.068, -0.141, 0.037], [0.102, -0.154, -0.006], [0.062, -0.035, 0.095], [-0.040, 0.060, 0.032], [0.039, 0.066, -0.056], [-0.015, -0.100, 0.005], [-0.035, -0.010, 0.123], [0.037, 0.015, 0.065], [-0.036, 0.054, -0.033], [-0.035, 0.039, -0.034], [-0.014, -0.114, -0.015], [0.018, -0.047, -0.019], [0.021, 0.085, -0.029], [0.056, -0.060, 0.030], [0.012, 0.053, 0.016], [-0.051, 0.017, 0.126], [0.074, -0.013, -0.061], [0.024, 0.016, -0.059], [-0.069, 0.129, 0.134], [0.057, -0.034, -0.041], [-0.038, -0.228, -0.063], [0.019, 0.165, 0.119], [0.028, -0.117, 0.030], [0.026, -0.129, -0.008], [0.028, -0.050, -0.039], [-0.035, 0.095, 0.057], [-0.039, 0.046, 0.105], [0.009, -0.088, 0.028], [-0.044, -0.075, 0.062], [0.028, -0.061, 0.083], [0.023, -0.141, 0.023]]}


(2)
{"formula": "C9H20N3", "method": "ωB97M-V with the def2-TZVPD basis set", "relative_energy_kj_mol": 655.18, "multiplicity": 1, "total_charge": 1, "elements": ["C", "C", "C", "C", "C", "C", "C", "C", "C", "N", "N", "N", "H", "H", "H", "H", "H", "H", "H", "H", "H", "H", "H", "H", "H", "H", "H", "H", "H", "H", "H", "H"], "coordinates": [[1.16621, 0.88272, -0.24876], [2.66872, 2.86126, -0.11259], [2.17220, -2.44316, 0.78971], [-2.50578, 1.45468, 0.19060], [-2.27927, -0.72238, 1.50217], [-3.03651, -0.69052, -0.99012], [2.13926, 1.60882, -0.95777], [2.26117, -1.48738, -0.37933], [-2.11239, -0.06811, 0.11063], [-0.03493, -1.04134, -0.35720], [1.18538, -0.47905, -0.31267], [-0.89373, -0.04234, -0.55834], [3.50375, 3.26423, -0.51014], [2.98892, 2.61617, 0.82161], [1.76280, 3.55827, 0.02651], [2.68623, -3.42482, 0.76109], [1.09007, -2.63867, 1.03196], [2.55972, -1.91003, 1.69731], [-3.51248, 1.54605, -0.32776], [-2.55813, 1.85677, 1.15275], [-1.82528, 1.90646, -0.45046], [-2.05364, 0.01593, 2.24394], [-3.35329, -0.85551, 1.61440], [-1.70691, -1.61931, 1.66802], [-4.16314, -0.46339, -1.03121], [-2.87759, -0.14931, -1.93198], [-3.01631, -1.76253, -1.04867], [3.01946, 0.99674, -1.24063], [1.79342, 2.09456, -1.83694], [1.91210, -2.03526, -1.30403], [3.25877, -1.04169, -0.33566], [-0.23881, -1.78784, 0.32357]], "forces_ev_per_a": [[-2.614, -3.043, -0.024], [-5.116, -0.641, -0.788], [-0.998, 0.269, 2.364], [-2.490, -2.034, -2.019], [-0.300, 0.796, -1.058], [-2.276, 1.051, -0.868], [3.724, 1.987, 1.409], [-0.356, -1.299, -1.459], [-3.160, 0.500, 0.649], [-0.973, 1.308, 1.296], [0.477, 0.425, 0.385], [2.947, -0.129, -0.697], [2.247, 1.740, -2.064], [0.500, -1.211, 2.868], [1.731, -0.679, -0.401], [-0.208, 0.792, -0.640], [1.193, -0.309, -0.094], [-0.277, -0.534, -0.632], [1.089, 0.151, 0.955], [0.195, 0.542, 1.451], [1.193, 1.486, -0.767], [0.628, 0.244, 0.562], [0.049, -0.617, 0.042], [-0.117, -0.534, 0.150], [1.353, -0.100, 1.557], [0.931, -0.736, -0.123], [0.636, -0.504, -0.334], [-0.433, 0.042, -0.114], [-0.915, -0.082, -1.021], [1.605, 0.493, 0.544], [-0.402, 0.135, -0.846], [0.138, 0.492, -0.280]]}


(3)
{"formula": "C4H5NO", "method": "ωB97M-V with the def2-TZVPD basis set", "relative_energy_kj_mol": 206.26, "multiplicity": 1, "elements": ["H", "N", "C", "C", "C", "C", "O", "H", "H", "H", "H"], "coordinates": [[1.66133, 1.15713, 1.88130], [0.84529, 0.78348, 1.39810], [1.19243, 0.06495, 0.40963], [0.17033, -0.51589, -0.49810], [-1.31598, -0.47532, -0.03082], [-0.82735, 0.46163, -1.03045], [-1.00420, 1.40272, -1.74772], [2.23581, -0.12592, 0.12807], [0.47595, -1.34748, -1.12918], [-1.95487, -1.29051, -0.36456], [-1.47874, -0.11479, 0.98373]], "forces_ev_per_a": [[-0.084, -0.072, -0.007], [0.261, -0.188, -0.193], [-0.102, 0.132, 0.077], [0.183, -0.067, -0.042], [-0.217, 0.034, 0.048], [-0.159, 0.450, -0.329], [0.107, -0.642, 0.424], [-0.121, 0.062, 0.074], [-0.036, 0.165, 0.078], [0.137, 0.119, 0.048], [0.031, 0.007, -0.177]]}


(4)
{"formula": "C2H4N4O", "method": "ωB97M-V with the def2-TZVPD basis set", "relative_energy_kj_mol": 166.21, "multiplicity": 1, "elements": ["H", "N", "C", "N", "C", "N", "N", "O", "H", "H", "H"], "coordinates": [[-0.62093, 0.65866, -2.74161], [-0.56395, -0.36648, -2.58153], [-0.34210, -0.49262, -1.33475], [-0.09329, 0.48373, -0.37530], [0.22973, -0.19004, 0.78942], [0.65515, 0.50208, 1.92310], [-0.06332, -1.43528, 0.74213], [-0.45917, -1.64745, -0.63918], [0.49523, 1.26933, -0.57598], [0.11189, 1.34835, 2.09917], [0.65075, -0.13028, 2.69452]], "forces_ev_per_a": [[0.224, -0.900, -0.308], [0.039, 0.741, 0.843], [-0.884, 0.019, -0.478], [1.031, 0.287, 0.827], [-1.184, 0.476, 0.490], [-0.214, 0.004, -1.144], [0.250, -0.138, -0.642], [0.456, -0.224, 0.231], [-0.019, 0.351, -0.476], [0.223, -0.439, -0.043], [0.078, -0.178, 0.700]]}


(5)
{"formula": "C5H38N2O13", "method": "ωB97M-V with the def2-TZVPD basis set", "s2": 0.7509, "relative_energy_kj_mol": 175.28, "multiplicity": 2, "total_charge": -1, "elements": ["N", "C", "C", "O", "C", "N", "C", "C", "H", "H", "H", "H", "H", "H", "H", "H", "H", "H", "H", "H", "H", "H", "H", "H", "O", "H", "H", "O", "H", "H", "O", "H", "H", "O", "H", "H", "O", "H", "H", "O", "H", "H", "O", "H", "H", "O", "H", "H", "O", "H", "H", "O", "H", "H", "O", "H", "H", "O"], "coordinates": [[0.96440, 0.01116, 1.44871], [0.99884, 0.56875, 0.07508], [0.08324, 1.85031, -0.07209], [0.73075, 3.11235, -0.16492], [0.73366, -0.47160, -0.98810], [1.96529, -0.80448, -1.78383], [3.24734, -0.78417, -1.09057], [1.98577, -0.08416, -3.05156], [0.44089, -0.86069, 1.54156], [0.62230, 0.71381, 2.12126], [2.03514, 1.04540, -0.02922], [-0.54355, 1.81248, -0.98650], [-0.51559, 1.86152, 0.83384], [1.62954, 2.80310, -0.37691], [0.44798, -1.48362, -0.59506], [-0.16361, -0.24435, -1.60592], [4.04806, -1.27230, -1.71284], [3.68067, 0.21731, -0.97259], [3.09071, -1.12414, -0.05995], [2.96995, 0.28584, -3.36651], [1.53901, -0.82313, -3.74688], [1.19422, 0.63919, -3.14186], [-1.90138, 2.15623, 2.97660], [-2.81807, 1.66100, 1.80894], [-2.36866, 1.37503, 2.61149], [-2.18690, -3.41329, -1.18294], [-1.78545, -4.80449, -1.86688], [-2.46750, -4.29819, -1.41963], [-0.61981, 3.83143, 3.48934], [-1.14542, 2.65837, 4.28097], [-1.42675, 3.52533, 3.92663], [-1.37401, 1.36911, -3.12543], [-1.29718, 2.79350, -3.24508], [-0.90792, 2.01838, -3.67624], [-2.05410, -1.14664, 2.11247], [-1.16253, -1.55811, 0.87040], [-2.07447, -1.51749, 1.21026], [-4.45014, -2.16643, -0.84664], [-3.02730, -1.72306, -0.41977], [-3.61596, -1.83314, -1.20582], [-0.53032, -4.64834, -0.47828], [0.87257, -4.24055, -1.28338], [0.18620, -4.87204, -1.07855], [1.80605, 2.91684, -2.99131], [2.78184, 4.07414, -2.58260], [1.98072, 3.59834, -2.32713], [-0.26049, -3.48874, 2.31528], [0.38659, -4.64265, 1.58261], [0.62508, -3.87339, 2.11519], [-3.31943, -0.21259, -1.71145], [-4.02181, 0.03307, -3.03502], [-3.59354, 0.53440, -2.33538], [0.53889, 0.65949, 5.00623], [-0.85454, 0.19120, 4.69390], [-0.28368, 0.96549, 4.57082], [3.24999, 3.06134, 3.31503], [2.54602, 1.89532, 2.62283], [3.38843, 2.15261, 3.02738]], "forces_ev_per_a": [[0.205, 0.697, -0.325], [0.170, 2.087, 1.067], [-1.063, -0.399, -0.138], [1.180, -1.250, 0.865], [1.007, -2.045, -0.121], [-0.405, 0.791, -0.160], [0.063, 0.449, -0.219], [-0.966, -1.632, -0.771], [0.230, 0.466, 0.090], [-0.086, -0.848, -0.352], [-0.933, -0.967, -0.270], [-0.021, -0.508, 0.578], [-0.567, 0.023, -0.158], [-0.170, 1.209, -0.252], [0.151, 0.925, 0.543], [1.019, 0.202, -0.095], [-0.982, -0.338, 0.849], [-0.206, 0.450, 0.024], [0.456, -0.577, -0.369], [-0.324, -0.153, 0.078], [0.975, 0.257, -0.600], [0.089, 1.183, 0.454], [-0.780, -0.258, -0.721], [0.047, 0.056, 0.089], [0.125, -0.222, -0.012], [0.266, 0.057, -0.422], [0.366, 0.509, -0.045], [-0.929, -0.928, 0.188], [-0.168, 0.125, 0.051], [0.216, 0.276, 0.577], [0.554, -0.090, 0.017], [-0.003, -0.533, -0.417], [0.378, 0.366, -0.414], [-0.493, 0.134, 0.808], [0.184, 0.168, -0.025], [-0.207, 0.042, 0.469], [-0.204, -0.311, -0.679], [0.253, 0.050, -0.013], [-0.609, -0.048, 0.093], [0.466, -0.044, 0.684], [0.483, 0.973, 0.139], [-0.327, 0.770, 0.674], [0.146, -1.794, -0.708], [0.110, 0.207, 0.017], [-0.193, -0.310, -0.221], [0.436, 0.160, -0.334], [0.668, -0.066, 0.037], [0.211, -0.100, -0.051], [-0.838, 0.217, 0.045], [-0.879, 1.152, -1.059], [-0.010, 0.032, -0.072], [0.872, -0.577, 0.751], [-0.353, 0.437, -0.318], [-0.375, -0.052, -0.342], [0.747, -0.337, 0.515], [-0.007, -0.054, -0.030], [0.251, -0.134, 0.087], [-0.226, 0.104, -0.077]]}


(6)
{"formula": "C3H11N3S2", "method": "ωB97M-V with the def2-TZVPD basis set", "relative_energy_kj_mol": 12.75, "multiplicity": 1, "elements": ["N", "C", "N", "N", "H", "H", "H", "H", "H", "C", "S", "S", "C", "H", "H", "H", "H", "H", "H"], "coordinates": [[1.01254, 1.62106, 3.80722], [0.72257, 1.37010, 2.58903], [-0.27628, 1.98977, 1.86337], [1.31187, 0.28806, 1.97384], [0.42141, 2.35227, 4.18880], [-0.37818, 2.96170, 2.07192], [-0.40172, 1.75793, 0.88571], [1.48405, 0.39997, 0.99375], [2.01173, -0.15820, 2.53224], [-0.90186, -1.32416, 0.28122], [-1.15872, -0.13125, -1.07571], [-0.46081, -1.33202, -2.61093], [1.25151, -0.76943, -2.70390], [-1.52112, -2.19219, 0.08781], [0.13932, -1.60435, 0.32360], [-1.19883, -0.83634, 1.20617], [1.70817, -0.83197, -1.71812], [1.79354, -1.42576, -3.38584], [1.31256, 0.24329, -3.09436]], "forces_ev_per_a": [[0.217, 0.198, -0.090], [-0.172, -0.406, 0.846], [-0.011, -0.040, -0.465], [-0.478, 0.225, -0.259], [-0.056, -0.028, -0.001], [-0.189, 0.306, 0.000], [0.190, 0.025, 0.159], [0.271, -0.176, -0.231], [0.320, -0.017, 0.021], [-0.381, 0.313, -0.232], [0.171, -0.648, -0.103], [-0.160, 0.487, 0.039], [0.170, -0.046, -0.045], [-0.065, -0.085, 0.068], [0.195, -0.067, 0.115], [0.036, -0.025, 0.091], [0.077, 0.030, -0.030], [-0.085, -0.089, 0.027], [-0.050, 0.041, 0.091]]}